Density functional theory data (wB97M-V/def2-TZVPD) for a structure of composition C37H53AuN2PS2.

```
96
Properties=species:S:1:pos:R:3:mulliken_charge:R:1
Au 0.7220 -0.8875 0.8676 0.920
C -4.4782 -1.0196 1.9676 -1.592
C -3.8054 0.3124 2.3012 0.219
C -4.8609 1.4216 2.3961 -1.528
C -2.7295 0.7097 1.3123 0.330
C -1.7325 1.5877 1.7126 -0.168
C -0.7314 2.0682 0.8670 1.122
C 0.2076 3.1256 1.4712 1.931
C 0.6783 4.2303 0.5177 -1.691
C -0.4239 3.8269 2.6848 -1.881
C -0.6930 1.5438 -0.4501 0.118
C -1.7314 0.6928 -0.8874 0.504
C -2.7344 0.3015 -0.0069 -0.407
C -1.8452 0.2053 -2.3257 0.757
C -2.2908 -1.2613 -2.4048 -1.589
C -2.8447 1.0745 -3.1077 -1.490
C 0.3229 1.8918 -1.5042 -0.543
C -0.0428 2.9340 -2.3653 -0.221
C 0.7002 3.2757 -3.4754 -1.333
C 1.8579 2.5686 -3.7645 -1.061
C 2.2465 1.5426 -2.9288 -0.773
C 1.5035 1.1809 -1.7960 0.963
P 2.1135 -0.2442 -0.8289 -0.205
C 3.8045 0.2672 -0.1664 2.420
C 4.4258 -0.9350 0.5503 -1.792
C 4.7710 0.8362 -1.2062 -1.816
C 3.5488 1.3691 0.8625 -1.996
C 2.3314 -1.6786 -2.0466 2.356
C 2.3193 -2.9704 -1.2132 -1.571
C 3.5925 -1.6928 -2.9138 -1.938
C 1.0961 -1.6689 -2.9596 -1.537
H -5.0883 -1.3503 2.8095 0.450
H -3.7462 -1.7954 1.7430 0.290
H -5.1397 -0.9148 1.1053 0.338
H -3.3228 0.2237 3.2817 0.261
H -5.3410 1.5644 1.4262 0.326
H -4.4102 2.3676 2.6982 0.341
H -5.6284 1.1543 3.1244 0.442
H -1.7686 1.9283 2.7393 0.442
H 1.0998 2.6185 1.8419 -0.948
H -0.1754 4.7614 0.0912 0.419
H 1.2992 3.8604 -0.2899 0.218
H 1.2725 4.9535 1.0777 0.504
H -1.3988 4.2424 2.4238 0.358
H 0.2221 4.6474 2.9958 0.489
H -0.5398 3.1715 3.5480 0.254
H -3.5380 -0.3270 -0.3680 0.364
H -0.8722 0.2854 -2.8120 -0.283
H -3.3706 -1.3514 -2.2763 0.608
H -1.8043 -1.8633 -1.6369 -0.481
H -2.0494 -1.6694 -3.3881 0.530
H -3.7552 1.2196 -2.5239 0.259
H -3.1107 0.5862 -4.0467 0.454
H -2.4315 2.0532 -3.3430 0.347
H -0.9388 3.4919 -2.1279 0.801
H 0.3761 4.0820 -4.1207 0.449
H 2.4516 2.8138 -4.6352 0.458
H 3.1496 1.0003 -3.1663 0.289
H 4.7179 -1.7247 -0.1398 0.304
H 3.7336 -1.3519 1.2863 0.230
H 5.3257 -0.6116 1.0781 0.530
H 5.0813 0.1035 -1.9488 0.299
H 5.6683 1.1713 -0.6810 0.535
H 4.3481 1.7029 -1.7121 0.378
H 2.8488 1.0329 1.6268 0.306
H 3.1572 2.2622 0.3734 0.317
H 4.4858 1.6391 1.3553 0.705
H 3.0986 -2.9753 -0.4512 0.176
H 2.4900 -3.8257 -1.8722 0.580
H 1.3645 -3.0936 -0.7086 0.118
H 4.5020 -1.8043 -2.3265 0.398
H 3.6890 -0.8124 -3.5459 0.316
H 3.5249 -2.5581 -3.5776 0.536
H 0.1848 -1.4374 -2.4009 -0.181
H 0.9777 -2.6524 -3.4203 0.720
H 1.1953 -0.9345 -3.7578 0.312
C 1.1203 0.5818 3.8937 -0.699
C 0.1818 -0.5713 3.8719 0.563
N -0.1018 -1.2994 2.8228 0.144
C -0.9982 -2.3183 3.1142 -0.216
C -1.3829 -2.3337 4.4201 -0.420
S -0.6210 -1.0851 5.2958 -0.176
C -1.4793 -3.2814 2.1232 -0.362
C -2.3431 -4.2941 2.4210 -0.525
S -2.6802 -5.2178 1.0330 -0.215
C -1.6179 -4.1988 0.1127 0.544
N -1.0828 -3.2411 0.8081 0.122
C -1.3850 -4.5102 -1.3263 -0.786
H 1.1449 1.0510 2.9120 -0.547
H 2.1272 0.2461 4.1515 0.361
H 0.8176 1.3139 4.6416 0.518
H -2.0718 -3.0063 4.9022 0.432
H -2.7985 -4.5325 3.3680 0.403
H -2.2244 -5.0732 -1.7312 0.491
H -0.4885 -5.1221 -1.4402 0.303
H -1.2483 -3.5999 -1.9019 -0.004
```

Properties
ΔE to the lowest compared entry with this formula, charge and spin (kcal per mole): 2.4
Largest force on an atom (eV/Å): 0.58
Total charge: +1

Density functional theory data (wB97M-V/def2-TZVPD) for a structure of composition C37H53BCl2NNbO17P in a non-equilibrium geometry.

```
113
Properties=species:S:1:pos:R:3:mulliken_charge:R:1
C 3.8644 -1.8804 3.0098 -0.666
C 3.7253 -1.3103 1.7316 0.566
Nb 2.2441 -1.6706 0.0556 -1.363
C 0.8564 -2.0366 -1.7154 -0.422
C -0.3872 -1.0540 -1.8503 -0.267
C -1.6818 -1.4728 -1.0167 0.184
C -2.8018 -0.3054 -1.1207 -0.295
C -2.6847 0.7215 0.1300 0.191
C -4.0950 1.2114 0.6833 -0.118
C -4.8399 0.0766 1.5689 -0.301
C -6.1911 -0.2938 0.7982 -0.728
C 3.0927 0.0959 -1.1251 -0.056
C 2.4905 1.5272 -0.8168 -0.901
N 2.7646 2.1336 0.5005 0.750
C 4.1934 2.2587 0.8497 -0.321
C 4.4655 2.2972 2.4485 -0.896
C 2.0156 3.3623 0.7031 0.505
C 2.6007 4.7046 1.3311 -1.168
O 0.7852 3.4126 0.4182 -0.613
O 0.7060 -0.5505 0.9456 1.271
B 0.8320 -0.2638 2.3234 -0.384
O -0.0390 -0.9422 3.2876 -0.744
O 1.6678 0.7374 2.9663 -0.428
C 1.4782 -3.6892 0.8580 -0.213
Cl -0.2375 -3.6320 1.5341 -0.186
C 2.4973 -4.5952 1.6887 -0.279
C 2.0502 -4.7653 3.2442 -1.094
P 4.1257 -3.0848 -1.0551 0.301
O 3.7209 -3.3081 -2.7324 -0.516
Cl 5.9916 -2.0607 -0.9249 -0.266
H 2.9449 -1.9867 3.6666 0.187
H 4.8656 -2.2102 3.4622 0.174
H 4.5442 -0.5374 1.4730 -0.001
H 0.4420 -3.1043 -1.7234 0.358
H 1.4589 -1.9480 -2.6926 0.287
H -0.7105 -1.0832 -2.9570 0.497
H -0.1909 0.0392 -1.6267 -0.220
H -2.1345 -2.4660 -1.3571 0.332
H -1.4907 -1.5773 0.1039 -0.337
H -3.8660 -0.7338 -1.0456 -0.316
H -2.7450 0.2709 -2.0968 0.426
H -2.1331 0.2362 1.0049 -0.376
H -2.0589 1.6253 -0.1853 0.362
H -4.7846 1.6667 -0.1166 -0.346
H -3.8804 2.0720 1.4151 0.376
H -5.1303 0.4630 2.5975 0.348
H -4.1651 -0.8300 1.7206 0.117
H -6.8751 0.6202 0.8207 0.221
H -5.9180 -0.5241 -0.2889 0.080
H -6.7432 -1.1872 1.2299 0.294
H 2.8335 -0.1195 -2.2287 0.321
H 4.2399 0.1511 -1.1239 -0.205
H 1.3804 1.5001 -1.0899 0.269
H 2.9479 2.2440 -1.6040 0.406
H 4.8524 1.4042 0.4773 -0.098
H 4.6085 3.1966 0.3286 0.363
H 4.6815 1.2370 2.7991 0.207
H 3.5340 2.6612 2.9981 0.111
H 5.3022 3.0088 2.7315 0.356
H 2.0926 5.5553 0.7563 0.373
H 2.2360 4.7636 2.4026 0.230
H 3.7129 4.8523 1.1972 0.282
H -0.6937 -0.3131 3.6417 0.244
H 1.3058 1.6240 2.7599 0.216
H 1.3227 -4.3061 -0.1062 0.443
H 3.5940 -4.2857 1.5944 0.180
H 2.4758 -5.6736 1.2855 0.363
H 1.5611 -3.8046 3.6341 0.208
H 2.9821 -4.8926 3.9046 0.285
H 1.3628 -5.6619 3.2792 0.333
H 3.7882 -2.4542 -3.2061 0.301
C -7.1641 -5.0455 -0.9741 -1.004
C -7.5079 -6.2202 -0.4432 0.326
C -6.7438 -6.8159 0.6907 0.998
O -7.1014 -7.8830 1.1607 -0.626
C -5.5788 -6.0850 1.1935 -0.766
C -5.2312 -4.9101 0.6605 0.206
C -6.0119 -4.3014 -0.4554 0.937
O -5.6773 -3.2210 -0.9045 -0.502
O -4.1557 -4.2235 1.1124 -0.457
O -8.5711 -6.9247 -0.9127 -0.582
H -7.7116 -4.6023 -1.7951 0.434
H -5.0229 -6.5362 2.0041 0.463
H -4.1170 -3.4115 0.5692 0.210
H -8.6092 -7.7311 -0.3639 0.342
C -6.6345 4.8290 -3.8239 -0.861
C -6.5410 3.5992 -3.3127 0.276
C -6.5368 3.3676 -1.8396 0.878
O -6.4692 2.2302 -1.4109 -0.536
C -6.6106 4.5373 -0.9594 -0.909
C -6.7005 5.7666 -1.4709 0.438
C -6.7324 5.9961 -2.9437 0.887
O -6.8339 7.1326 -3.3727 -0.624
O -6.7673 6.8618 -0.6704 -0.578
O -6.4468 2.5074 -4.1125 -0.580
H -6.6408 5.0104 -4.8902 0.415
H -6.5887 4.3572 0.1070 0.457
H -6.8273 7.6232 -1.2781 0.342
H -6.3924 1.7442 -3.5050 0.338
C 8.2760 3.1485 -2.1292 -0.833
C 7.9548 1.9724 -1.5815 0.428
C 8.7388 1.4066 -0.4417 0.925
O 8.4100 0.3434 0.0475 -0.530
C 9.8938 2.1700 0.0432 -1.043
C 10.2133 3.3418 -0.5084 0.376
C 9.4151 3.9193 -1.6271 0.980
O 9.7294 5.0026 -2.0921 -0.632
O 11.2817 4.0606 -0.0728 -0.581
O 6.9032 1.2488 -2.0403 -0.535
H 7.7167 3.5713 -2.9528 0.434
H 10.4639 1.7422 0.8567 0.424
H 11.2972 4.8628 -0.6286 0.344
H 6.8718 0.4423 -1.4870 0.126
```

Properties
Largest force on an atom (eV/Å): 4.08
Total charge: -1

Density functional theory data (wB97M-V/def2-TZVPD) for a structure of composition C37H53KN11O5PSe2.

```
110
Properties=species:S:1:pos:R:3:mulliken_charge:R:1
K -0.5960 0.1932 0.4608 1.046
N 2.5960 1.4641 0.1951 -0.198
N 2.6001 2.8133 0.5262 -0.345
C 1.4939 3.3793 1.0448 0.192
N 1.5242 4.6899 1.3089 -0.326
N 0.4912 2.5328 1.2639 0.030
N -0.6680 2.9526 1.8163 0.900
O -0.9693 4.1309 2.0074 -0.826
O -1.4200 2.0251 2.0882 -0.649
H 3.2401 0.9169 0.7482 0.293
H 2.6964 1.3156 -0.8007 0.285
H 3.3725 3.4063 0.2600 0.150
H 2.3620 5.2220 1.1551 0.166
H 0.6891 5.1174 1.6798 0.202
C 2.6565 -1.5259 -2.3261 -0.322
O 2.8433 -1.5514 -0.9117 -0.299
C 1.6833 -1.6640 -0.1135 -0.207
O 0.6439 -1.6602 -0.7981 -0.699
H 3.6469 -1.5785 -2.7752 0.282
H 2.1606 -0.6093 -2.6629 -0.127
H 2.0470 -2.3594 -2.6780 0.228
C -1.7597 -3.9509 -0.1408 -0.611
O -1.9417 -2.6708 -0.7177 -0.011
H -1.4180 -3.8896 0.8954 0.021
H -1.0397 -4.5496 -0.7051 0.309
H -2.7223 -4.4640 -0.1563 0.302
H -1.0556 -2.2639 -0.8109 0.222
Se -2.8950 3.9541 -1.2853 0.302
N -4.5718 3.4763 -0.9099 -0.915
C -4.5621 2.1706 -0.7316 0.165
C -5.6918 1.3713 -0.3833 -0.663
C -5.4765 0.0465 -0.2123 -1.121
C -4.1568 -0.5025 -0.3860 -0.797
N -3.0964 0.1756 -0.7002 1.082
C -3.2719 1.5238 -0.8710 0.179
N -2.2576 2.2938 -1.1632 0.373
H -6.6574 1.8438 -0.2646 0.533
H -6.2734 -0.6321 0.0601 0.536
H -3.9978 -1.5689 -0.2513 0.608
N 0.9379 2.1415 -2.3313 -0.077
C 0.5101 3.2921 -2.9969 0.463
C 0.4170 3.3189 -4.3922 -0.947
C 0.0203 4.4755 -5.0477 0.017
C -0.2809 5.6326 -4.3385 -0.719
C -0.1703 5.6164 -2.9550 -0.430
C 0.2161 4.4619 -2.2891 -0.553
H 0.5368 2.0699 -1.4033 -0.126
H 0.7208 1.2947 -2.8569 -0.131
H 0.6542 2.4191 -4.9495 0.416
H -0.0459 4.4722 -6.1288 0.419
H -0.5869 6.5310 -4.8572 0.412
H -0.3950 6.5098 -2.3842 0.433
H 0.2969 4.4615 -1.2074 0.673
C 0.6985 -3.7312 2.7706 -1.721
C 1.3461 -2.8277 3.8268 2.006
C 2.8018 -2.5866 3.4055 -1.806
C 1.2858 -3.5368 5.1778 -1.901
P 0.4313 -1.1991 3.6669 1.069
C -1.2202 -1.6069 4.3606 -0.029
C -2.2680 -1.7002 3.4462 -0.037
C -3.5556 -2.0295 3.8575 -0.649
C -3.8206 -2.2575 5.1973 -0.706
C -2.7908 -2.1616 6.1250 -0.768
C -1.5061 -1.8481 5.7077 -0.247
C 1.1690 0.0987 4.8222 2.019
C 2.2458 0.8129 3.9853 -1.753
C 0.0554 1.1142 5.1114 -1.784
C 1.8003 -0.3405 6.1438 -1.945
H 1.2279 -4.6889 2.7449 0.560
H 0.7690 -3.2751 1.7808 0.083
H -0.3480 -3.9370 3.0118 0.358
H 3.3026 -3.5521 3.2858 0.533
H 3.3584 -2.0219 4.1572 0.299
H 2.8421 -2.0680 2.4443 0.158
H 1.8730 -4.4589 5.1207 0.555
H 0.2628 -3.8182 5.4318 0.353
H 1.6935 -2.9384 5.9918 0.243
H -2.0998 -1.5116 2.3897 0.333
H -4.3501 -2.0999 3.1244 0.477
H -4.8231 -2.5065 5.5214 0.388
H -2.9872 -2.3367 7.1754 0.440
H -0.7143 -1.7918 6.4418 0.206
H 1.8268 1.1496 3.0353 0.081
H 3.0927 0.1593 3.7700 0.305
H 2.6220 1.6815 4.5367 0.584
H -0.4898 1.3806 4.2045 0.126
H 0.4961 2.0254 5.5287 0.534
H -0.6671 0.7299 5.8314 0.346
H 2.6416 -1.0160 5.9890 0.350
H 1.0850 -0.8271 6.8065 0.258
H 2.1812 0.5428 6.6677 0.517
C -3.5641 -1.6651 -3.5085 -0.999
N -3.3805 -0.2731 -3.8635 0.499
C -2.1849 0.3085 -4.1434 -0.374
Se -0.5667 -0.5156 -4.2308 -0.161
N -2.4352 1.6233 -4.3790 0.354
C -3.7905 1.8902 -4.2711 0.230
C -4.5317 3.0467 -4.4391 -0.725
C -5.9050 2.9509 -4.2576 -0.517
C -6.5111 1.7372 -3.9361 -0.720
C -5.7653 0.5747 -3.7810 -0.584
C -4.3947 0.6765 -3.9464 0.521
H -2.6474 -2.0347 -3.0556 0.188
H -3.8151 -2.2569 -4.3895 0.293
H -4.3694 -1.7358 -2.7784 0.336
H -1.6889 2.2762 -4.5677 -0.154
H -4.0590 3.9851 -4.6979 0.526
H -6.5174 3.8355 -4.3704 0.396
H -7.5853 1.6981 -3.8125 0.424
H -6.2387 -0.3686 -3.5435 0.491
```

Properties
ΔE to the lowest compared entry with this formula, charge and spin (kcal per mole): 59.2
Largest force on an atom (eV/Å): 0.71

Density functional theory data (wB97M-V/def2-TZVPD) for a cluster of 2 separate species, C37H53O4 in total in a non-equilibrium geometry.

```
94
Properties=species:S:1:pos:R:3:mulliken_charge:R:1
C -3.5283 2.0440 0.2038 -1.822
C -2.3461 1.2846 -0.3385 0.808
O -1.1642 1.7338 0.3451 -0.075
C 0.0444 1.7861 -0.2999 0.324
C 1.0995 1.8381 0.7202 1.358
C 2.5291 1.8389 0.4730 -0.212
O 3.2169 2.7272 1.0171 -0.776
C 3.3200 0.8424 -0.3704 -0.715
C 3.7632 1.3702 -1.7321 -0.858
C 4.5405 2.6952 -1.7266 -0.908
C 3.8748 3.8073 -2.5559 -0.823
C 3.6607 5.1419 -1.8131 -0.758
C 2.2303 5.7079 -1.9094 -1.385
C 1.1512 4.8922 -1.1744 0.826
C 1.2043 4.9937 0.3493 -0.744
C 0.1530 4.1926 1.1244 -0.414
C 0.6372 2.8491 1.7532 -1.619
O 0.1495 1.9890 -1.5129 -0.790
H -4.4375 1.5488 -0.1514 0.482
H -3.5376 2.0743 1.3007 0.282
H -3.5107 3.0626 -0.1946 0.386
H -2.4690 0.2233 -0.0920 -0.493
H -2.2516 1.4244 -1.4234 0.352
H 4.2056 0.5974 0.2368 0.514
H 2.8027 -0.1044 -0.5436 0.388
H 4.4106 0.5973 -2.1715 0.441
H 2.8709 1.4455 -2.3683 0.303
H 4.7203 3.0131 -0.6927 0.499
H 5.5235 2.4943 -2.1756 0.518
H 4.5368 4.0111 -3.4128 0.526
H 2.9227 3.4648 -2.9880 0.423
H 3.9451 5.0511 -0.7536 0.343
H 4.3363 5.8856 -2.2634 0.390
H 2.2342 6.7277 -1.4986 0.421
H 1.9403 5.7741 -2.9695 0.358
H 0.1667 5.2489 -1.5210 0.367
H 1.2065 3.8419 -1.4983 -0.677
H 2.2055 4.7108 0.6935 0.151
H 1.0685 6.0590 0.5939 0.493
H -0.2240 4.8288 1.9373 0.473
H -0.7015 3.9884 0.4685 0.048
H -0.1930 2.4299 2.3389 0.418
H 1.4761 3.0687 2.4200 0.695
C -0.6638 -2.2199 5.3403 -1.715
C 0.2223 -2.7657 4.2195 2.055
C 1.6106 -2.1417 4.3432 -1.932
C 0.3802 -4.2814 4.4241 -1.768
C -0.4247 -2.4558 2.8520 -0.601
C 0.0930 -1.5629 1.9452 -0.825
C -0.2885 -1.5635 0.5519 -0.132
C 0.3518 -0.7215 -0.3923 0.029
C 0.0507 -0.8093 -1.8133 1.280
C -1.2952 -0.9000 -2.2642 0.196
C -1.6273 -1.0735 -3.5926 -1.662
C -0.6369 -1.2631 -4.5542 1.072
C -1.0667 -1.6298 -5.9359 -1.554
C 0.6993 -1.0859 -4.1744 -1.280
C 1.0387 -0.8810 -2.8391 -0.500
C -1.2862 -2.5261 0.1827 -0.593
C -2.0784 -3.1765 1.0872 -0.426
C -3.3054 -3.9943 0.6359 2.197
C -3.1023 -5.4771 0.9648 -1.795
C -3.5463 -3.8856 -0.8697 -1.931
C -4.5649 -3.4895 1.3457 -1.816
C -1.6878 -3.1370 2.5007 1.720
O -2.3931 -3.6900 3.3785 -0.778
H -1.6455 -2.6984 5.2976 0.344
H -0.2114 -2.4205 6.3187 0.462
H -0.7845 -1.1376 5.2232 0.327
H 2.2613 -2.4863 3.5312 0.372
H 1.5554 -1.0482 4.3408 0.351
H 2.0649 -2.4540 5.2920 0.442
H 1.0074 -4.7064 3.6322 0.353
H 0.8628 -4.4765 5.3903 0.452
H -0.5917 -4.7808 4.4210 0.332
H 0.8374 -0.8233 2.2519 0.316
H 1.3231 -0.3437 -0.0842 -0.467
H -2.1259 -0.8251 -1.5597 0.380
H -2.6763 -1.1240 -3.8887 0.409
H -0.2318 -2.0413 -6.5058 0.387
H -1.8628 -2.3839 -5.8769 0.363
H -1.4839 -0.7777 -6.4897 0.280
H 1.4827 -1.1550 -4.9328 0.355
H 2.0851 -0.8014 -2.5536 0.489
H -1.4497 -2.7415 -0.8727 0.848
H -2.9707 -5.6149 2.0420 0.362
H -3.9847 -6.0408 0.6382 0.449
H -2.2229 -5.8603 0.4320 0.346
H -3.7465 -2.8519 -1.1768 0.262
H -2.6998 -4.2790 -1.4439 0.392
H -4.4263 -4.4874 -1.1244 0.489
H -4.7474 -2.4379 1.0928 0.338
H -5.4276 -4.0809 1.0172 0.481
H -4.4530 -3.5919 2.4281 0.329
```

Properties
ΔE to the lowest compared entry with this formula, charge and spin (kcal per mole): 7.5
Largest force on an atom (eV/Å): 3.53
Total charge: -1

Number 1: LUMO -2.26 eV, HOMO-LUMO gap 8.67 eV. Number 2: LUMO -0.28 eV, HOMO-LUMO gap 4.50 eV. Number 3: LUMO -1.27 eV, HOMO-LUMO gap 5.01 eV. Number 4: LUMO 1.44 eV, HOMO-LUMO gap 5.01 eV.